*a*
H28NeO14 | ωB97M-V/def2-TZVPD

Last column: natural (NBO) charge in e.
Element x y z (Å)
1 Ne 0.203 -0.019 0.361  -0.0015
2 O 2.413 0.048 -3.331  -0.9714
3 H 1.542 0.269 -3.002  0.4823
4 H 2.281 -0.752 -3.841  0.4855
5 O 1.751 -2.641 0.559  -0.9736
6 H 1.953 -2.979 1.432  0.4826
7 H 2.135 -1.765 0.546  0.5028
8 O 0.948 3.342 -0.366  -0.9880
9 H 1.371 3.154 0.472  0.5053
10 H 1.512 3.997 -0.778  0.4711
11 O -2.735 2.103 0.936  -0.9469
12 H -2.305 2.887 0.593  0.4853
13 H -3.302 2.427 1.636  0.4812
14 O 3.014 -0.460 -0.567  -0.9806
15 H 3.495 0.355 -0.426  0.4754
16 H 3.011 -0.577 -1.517  0.5036
17 O -0.782 -1.995 2.999  -0.9632
18 H -0.909 -2.111 3.940  0.4871
19 H -1.062 -2.825 2.614  0.4991
20 O -0.796 1.012 2.669  -0.9827
21 H -0.831 0.057 2.718  0.4954
22 H -1.421 1.240 1.981  0.4960
23 O -3.012 -1.477 -0.256  -0.9733
24 H -2.789 -0.649 -0.682  0.4988
25 H -3.300 -1.225 0.622  0.4581
26 O 1.866 -1.079 3.026  -0.9667
27 H 1.984 -0.459 2.308  0.4727
28 H 0.962 -1.380 2.938  0.4793
29 O 1.511 2.248 2.187  -0.9942
30 H 0.643 1.876 2.339  0.5022
31 H 1.698 2.755 2.977  0.4740
32 O -0.018 1.089 -2.264  -0.9611
33 H 0.241 1.472 -1.426  0.5081
34 H 0.465 1.595 -2.918  0.4814
35 O -2.766 0.653 -1.805  -0.9639
36 H -1.843 0.826 -1.989  0.5013
37 H -3.165 1.521 -1.738  0.4760
38 O -0.464 -2.483 -0.969  -1.0067
39 H 0.274 -2.638 -0.378  0.4905
40 H -1.191 -2.257 -0.390  0.4812
41 O -0.648 -1.740 -4.064  -0.9670
42 H -1.600 -1.682 -3.987  0.4723
43 H -0.333 -1.732 -3.160  0.4925

Kohn-Sham gap (Eh): 0.369
LUMO level (eV): -0.1
E_HOMO (eV): -10.1



*b*
H28NeO14 | ωB97M-V/def2-TZVPD

Last column: natural (NBO) charge in e.
Element x y z (Å)
1 Ne -12.481 -4.368 14.048  -0.0009
2 O -14.680 -2.150 16.083  -0.9707
3 H -14.982 -2.155 15.174  0.4617
4 H -15.001 -2.974 16.448  0.4803
5 O -16.192 -5.373 13.517  -0.9555
6 H -15.486 -5.004 14.048  0.4761
7 H -16.936 -5.433 14.117  0.4837
8 O -12.513 -5.927 11.159  -1.0097
9 H -13.154 -5.221 11.247  0.4867
10 H -12.729 -6.536 11.865  0.4840
11 O -14.136 -6.753 15.465  -0.9774
12 H -14.249 -7.525 16.019  0.4838
13 H -13.264 -6.426 15.686  0.4968
14 O -11.553 -6.112 16.325  -0.9334
15 H -11.857 -5.887 17.205  0.4869
16 H -11.503 -7.067 16.325  0.4846
17 O -13.847 -7.596 12.880  -0.9748
18 H -14.706 -7.952 12.654  0.4784
19 H -13.957 -7.246 13.765  0.4888
20 O -9.419 -5.201 14.754  -0.9706
21 H -10.054 -5.445 15.427  0.4800
22 H -9.757 -5.595 13.950  0.5029
23 O -15.118 -4.354 17.281  -0.9340
24 H -14.845 -5.106 16.755  0.4880
25 H -14.362 -4.161 17.835  0.4828
26 O -13.028 -1.177 12.268  -0.9358
27 H -12.366 -1.541 11.679  0.4797
28 H -13.853 -1.553 11.962  0.4695
29 O -9.476 -2.777 15.786  -0.9954
30 H -9.477 -3.630 15.351  0.4777
31 H -10.367 -2.447 15.671  0.4806
32 O -14.338 -4.014 11.534  -0.9557
33 H -14.775 -3.496 10.858  0.4788
34 H -15.045 -4.501 11.958  0.4993
35 O -12.132 -1.802 14.880  -0.9984
36 H -12.841 -2.038 15.479  0.4824
37 H -12.573 -1.581 14.060  0.4924
38 O -10.324 -7.003 12.664  -0.9640
39 H -10.123 -7.920 12.853  0.4693
40 H -10.786 -7.027 11.827  0.5004
41 O -9.709 -1.489 12.419  -0.9318
42 H -10.065 -1.832 11.600  0.4479
43 H -9.898 -2.169 13.066  0.4849

Kohn-Sham gap (Eh): 0.320
LUMO level (eV): -0.9
E_HOMO (eV): -9.6



Which of them is least stable? Easy: *b*.



*a*
C2H3BrO2 | ωB97M-V/def2-TZVPD

Last column: natural (NBO) charge in e.
Element x y z (Å)
1 C 0.247 0.470 0.584  0.1921
2 C 0.218 -0.843 -0.066  -0.1153
3 O -1.001 1.048 0.944  -0.2036
4 O -0.127 0.545 1.894  -0.2119
5 Br -0.525 0.041 -2.816  -0.3800
6 H 0.861 1.293 0.315  0.2103
7 H -0.753 -1.429 -0.170  0.2664
8 H 1.080 -1.125 -0.686  0.2420

Kohn-Sham gap (alpha / beta) (Eh): 0.243 / 0.243
LUMO level (alpha / beta) (eV): -3.3 / -3.3
E_HOMO (alpha / beta) (eV): -9.9 / -9.9



*b*
C2H3BrO2 | ωB97M-V/def2-TZVPD

Last column: natural (NBO) charge in e.
Element x y z (Å)
1 C -0.817 0.835 0.015  0.2274
2 C 0.454 0.136 0.285  -0.2375
3 O -1.018 2.049 0.689  -0.2382
4 O -0.910 2.009 -0.744  -0.2351
5 Br -1.143 -2.173 2.366  -0.0787
6 H -1.590 0.046 -0.135  0.1819
7 H 1.257 0.433 1.055  0.2140
8 H 0.592 -0.721 -0.200  0.1662

Kohn-Sham gap (alpha / beta) (Eh): 0.341 / 0.223
LUMO level (alpha / beta) (eV): -1.3 / -3.7
E_HOMO (alpha / beta) (eV): -10.6 / -9.8



Which of them is least stable? Easy: *b*.



*a*
C3H11O5 | ωB97M-V/def2-TZVPD

Last column: natural (NBO) charge in e.
Element x y z (Å)
1 O -1.620 -2.146 -2.289  -0.7293
2 C -1.238 -1.498 -1.300  0.7662
3 O -2.039 -1.314 -0.300  -0.7824
4 C 0.199 -0.975 -1.406  -0.5141
5 C 1.044 -0.907 -0.122  -0.6325
6 H 0.681 -1.685 -2.082  0.2107
7 H 0.160 0.014 -1.877  0.2246
8 H 1.290 -1.948 0.049  0.1966
9 H 1.902 -0.229 -0.199  0.1915
10 H 0.460 -0.459 0.662  0.2247
11 H -1.644 -0.257 0.540  0.4987
12 H -2.240 0.586 1.777  0.4683
13 O -1.487 0.628 1.176  -1.0735
14 H -0.699 1.590 0.221  0.5043
15 H -1.302 2.830 -0.461  0.4493
16 O -0.456 2.453 -0.254  -1.0040
17 H 2.655 0.509 1.641  0.4639
18 H 1.705 1.391 2.240  0.4737
19 O 2.630 1.416 1.981  -0.9369

Kohn-Sham gap (Eh): 0.310
LUMO level (eV): 3.6
E_HOMO (eV): -4.8
Charge: -1



*b*
C3H11O5 | ωB97M-V/def2-TZVPD

Last column: natural (NBO) charge in e.
Element x y z (Å)
1 O 3.243 -0.263 1.328  -0.7061
2 C 2.161 0.200 0.967  0.7987
3 O 1.392 0.985 1.608  -0.7638
4 C 1.405 -0.373 -0.297  -0.5336
5 C 1.049 0.561 -1.435  -0.6162
6 H 2.137 -1.057 -0.720  0.1923
7 H 0.535 -0.975 0.046  0.2202
8 H -0.025 0.849 -1.264  0.2150
9 H 1.761 1.332 -1.357  0.2044
10 H 1.166 0.132 -2.433  0.1905
11 H 0.136 1.065 1.334  0.5072
12 H -1.032 1.093 2.601  0.4480
13 O -1.031 1.147 1.649  -1.1112
14 H -1.765 -0.401 1.414  0.5026
15 H -2.753 -1.325 0.935  0.4314
16 O -1.915 -1.322 1.154  -0.9796
17 H -1.635 -0.989 -1.871  0.4572
18 H -2.619 -0.194 -1.398  0.4659
19 O -2.209 -0.463 -2.263  -0.9228

Kohn-Sham gap (Eh): 0.320
LUMO level (eV): 3.5
E_HOMO (eV): -5.2
Charge: -1



Which of them is least stable? Easy: *b*.



*a*
C2H9NO | ωB97M-V/def2-TZVPD

Last column: natural (NBO) charge in e.
Element x y z (Å)
1 H -1.296 1.100 -0.621  0.4762
2 O -1.262 2.340 -0.667  -1.1272
3 N -0.982 -0.164 -0.385  -0.8143
4 H -0.905 2.760 -1.447  0.4481
5 H -1.769 -0.621 -0.018  0.3971
6 C 0.292 0.007 0.534  -0.2172
7 H -0.172 -0.063 1.616  0.1988
8 H 0.789 1.021 0.361  0.2428
9 H -0.595 -0.566 -1.348  0.3910
10 C 1.333 -1.201 0.557  -0.6290
11 H 2.025 -1.252 1.396  0.2311
12 H 0.691 -2.111 0.325  0.2039
13 H 1.850 -1.250 -0.304  0.1986

Kohn-Sham gap (Eh): 0.351
LUMO level (eV): 0.7
E_HOMO (eV): -8.8



*b*
C2H9NO | ωB97M-V/def2-TZVPD

Last column: natural (NBO) charge in e.
Element x y z (Å)
1 C -0.587 1.800 0.608  -0.2408
2 N 0.600 -2.657 -3.893  -1.0757
3 H -1.465 2.144 0.084  0.1965
4 H -0.190 0.894 0.133  0.1592
5 H 0.249 2.492 0.643  0.1665
6 H -0.103 -3.007 -3.255  0.3585
7 H 1.304 -3.384 -4.007  0.3584
8 H 1.031 -1.824 -3.517  0.3589
9 C -0.143 0.676 2.653  -0.2509
10 O -1.021 1.494 1.926  -0.5520
11 H 0.202 1.167 3.581  0.1763
12 H 0.778 0.456 2.099  0.1658
13 H -0.655 -0.251 2.944  0.1794

Kohn-Sham gap (Eh): 0.388
LUMO level (eV): 0.8
E_HOMO (eV): -9.7



*c*
C2H9NO | ωB97M-V/def2-TZVPD

Last column: natural (NBO) charge in e.
Element x y z (Å)
1 O 1.999 1.172 0.421  -0.9548
2 H 2.354 0.849 -0.426  0.4487
3 C -0.218 -1.580 0.016  -0.6187
4 C -1.297 -0.487 0.104  -0.2156
5 N -0.767 0.784 -0.393  -0.8526
6 H -0.632 -2.583 0.074  0.2152
7 H 0.228 -1.473 -0.980  0.1905
8 H 0.613 -1.494 0.718  0.2200
9 H -2.115 -0.887 -0.507  0.1641
10 H -1.618 -0.342 1.128  0.1942
11 H 1.088 0.884 0.255  0.4818
12 H -1.438 1.533 -0.383  0.3729
13 H -0.444 0.677 -1.348  0.3544

Kohn-Sham gap (Eh): 0.397
LUMO level (eV): 0.9
E_HOMO (eV): -9.8



Which of them is least stable? Easy: *a*.



*a*
C2H9NO | ωB97M-V/def2-TZVPD

Last column: natural (NBO) charge in e.
Element x y z (Å)
1 C -0.221 0.913 1.050  -0.4201
2 N -0.484 0.286 -0.239  -0.6508
3 C 0.626 0.529 -1.158  -0.4145
4 H 0.642 0.422 1.512  0.1948
5 H 0.119 1.952 0.917  0.1648
6 H -1.033 0.878 1.768  0.2096
7 H -1.387 0.504 -0.621  0.3678
8 H 0.902 1.586 -1.234  0.1684
9 H 0.321 0.175 -2.141  0.2046
10 H 1.487 -0.031 -0.801  0.1979
11 H -0.101 -1.632 0.261  0.4889
12 H -0.833 -2.998 0.180  0.4622
13 O -0.038 -2.584 0.506  -0.9736

Kohn-Sham gap (Eh): 0.379
LUMO level (eV): 1.0
E_HOMO (eV): -9.3



*b*
C2H9NO | ωB97M-V/def2-TZVPD

Last column: natural (NBO) charge in e.
Element x y z (Å)
1 C -5.973 -2.904 2.057  -0.8623
2 H -5.719 -4.041 1.902  0.2191
3 H -6.360 -2.502 2.925  0.2196
4 H -5.308 -2.350 1.463  0.2157
5 H -6.908 -2.878 1.424  0.2079
6 N 3.510 1.186 -0.721  -0.8452
7 C 2.044 1.589 -0.583  0.0822
8 O 1.241 0.501 -1.057  -0.7325
9 H 3.875 0.955 0.199  0.3528
10 H 4.016 1.997 -0.856  0.3506
11 H 1.755 2.397 -1.201  0.1511
12 H 1.853 2.076 0.416  0.1540
13 H 1.878 -0.074 -1.611  0.4870

Kohn-Sham gap (Eh): 0.407
LUMO level (eV): 1.0
E_HOMO (eV): -10.1



*c*
C2H9NO | ωB97M-V/def2-TZVPD

Last column: natural (NBO) charge in e.
Element x y z (Å)
1 N 0.380 0.573 -1.853  -1.1435
2 H -0.248 0.435 -1.092  0.3987
3 H -2.950 6.358 -4.210  0.0005
4 H 0.686 -0.271 -2.306  0.3632
5 H 0.566 1.294 -2.523  0.3851
6 C 0.559 -0.160 0.944  -0.1217
7 O -0.408 -1.126 0.575  -0.5041
8 C 0.041 -1.073 1.949  -0.1231
9 H 0.367 0.893 1.137  0.1900
10 H 1.570 -0.353 0.617  0.1944
11 H -0.766 -0.808 2.617  0.1766
12 H 0.447 -2.025 2.281  0.1846
13 H -2.388 6.650 -4.604  -0.0005

Kohn-Sham gap (Eh): 0.382
LUMO level (eV): 1.2
E_HOMO (eV): -9.2



Which of them is least stable? Easy: *c*.



*a*
C2H9NO | ωB97M-V/def2-TZVPD

Last column: natural (NBO) charge in e.
Element x y z (Å)
1 C -3.004 0.132 -0.045  -0.8484
2 H -3.063 -0.841 0.385  0.2116
3 H -3.673 0.256 -0.954  0.2161
4 H -3.281 0.943 0.603  0.2133
5 H -1.817 0.272 -0.336  0.2063
6 N 1.852 0.558 -0.796  -0.9127
7 C 1.555 -0.516 0.198  0.0888
8 O 2.557 -0.478 1.258  -0.7100
9 H 1.911 0.324 -1.803  0.3755
10 H 2.694 1.222 -0.590  0.3838
11 H 1.470 -1.577 -0.279  0.1613
12 H 0.475 -0.477 0.531  0.1523
13 H 2.323 0.181 1.827  0.4622

Kohn-Sham gap (Eh): 0.369
LUMO level (eV): 0.9
E_HOMO (eV): -9.1



*b*
C2H9NO | ωB97M-V/def2-TZVPD

Last column: natural (NBO) charge in e.
Element x y z (Å)
1 N -2.197 0.703 -0.696  -0.8428
2 C 0.000 0.000 0.000  -0.6344
3 C -0.929 0.287 -1.255  -0.2108
4 H -2.117 1.300 0.134  0.3486
5 H -2.806 -0.078 -0.428  0.3478
6 H -0.098 0.756 0.798  0.2003
7 H 0.989 0.115 -0.474  0.2007
8 H -0.058 -1.003 0.456  0.2094
9 H -0.445 0.964 -1.985  0.1876
10 H -1.260 -0.617 -1.801  0.1936
11 O -5.244 -0.438 -2.721  -0.9342
12 H -5.275 -1.339 -3.116  0.4669
13 H -4.951 -0.585 -1.793  0.4672

Kohn-Sham gap (Eh): 0.354
LUMO level (eV): 0.8
E_HOMO (eV): -8.9



Which of them is least stable? Easy: *a*.



*a*
C3H5FS | ωB97M-V/def2-TZVPD

Last column: natural (NBO) charge in e.
Element x y z (Å)
1 C -1.163 -0.039 -0.059  0.0554
2 C 0.208 0.609 -0.051  -0.5370
3 C 1.206 -0.522 0.150  -0.2816
4 H -1.698 0.356 -1.007  0.1692
5 H -1.733 0.257 0.769  0.1721
6 H 0.248 1.400 0.703  0.2432
7 H 0.343 1.278 -0.916  0.2366
8 H 0.793 -1.411 0.713  0.2208
9 F -0.968 -1.432 -0.167  -0.3636
10 S 2.764 -0.496 -0.136  0.0849

Kohn-Sham gap (Eh): 0.314
LUMO level (eV): 0.0
E_HOMO (eV): -8.6



*b*
C3H5FS | ωB97M-V/def2-TZVPD

Last column: natural (NBO) charge in e.
Element x y z (Å)
1 C -0.068 -0.436 -1.005  -0.5429
2 C -0.272 -0.454 0.531  -0.2873
3 C -1.321 0.123 1.047  0.2326
4 H 2.189 -0.635 -0.840  0.1007
5 H -0.250 -1.456 -1.345  0.2191
6 H -0.840 0.121 -1.500  0.2193
7 H 0.543 -1.096 0.883  0.2203
8 H -2.026 0.647 0.467  0.1610
9 F -1.568 0.221 2.355  -0.3286
10 S 1.529 0.315 -1.393  0.0058

Kohn-Sham gap (Eh): 0.376
LUMO level (eV): 1.0
E_HOMO (eV): -9.3



Which of them is least stable? Easy: *a*.